No. 1
Here is a molecular structure, C39H48P2RuSi in a non-equilibrium geometry from OMol25. Energies are from ωB97M-V/def2-TZVPD.

Structure (XYZ):
```
91
Properties=species:S:1:pos:R:3:mulliken_spin:R:1
Ru -0.393 1.101 -0.645 2.08
C -2.080 0.972 -3.079 0.29
C -1.496 -0.275 -2.870 0.16
C -0.480 -0.752 -3.891 0.01
C 0.802 0.109 -3.880 0.04
C 1.011 0.887 -2.637 -0.08
C 0.338 2.038 -2.119 0.15
C -0.467 2.918 -3.052 0.02
C -1.507 2.123 -3.840 0.02
C 1.744 0.207 1.530 -0.09
H -3.188 0.986 -3.063 0.00
H -2.214 -1.091 -2.635 0.01
H -0.896 -0.704 -4.910 0.00
H -0.199 -1.800 -3.739 0.01
H 1.665 -0.581 -3.969 0.00
H 0.885 0.710 -4.804 0.01
H 2.046 0.738 -2.325 -0.01
H 0.933 2.678 -1.396 0.01
H 0.223 3.432 -3.736 0.00
H -0.926 3.714 -2.453 0.01
H -2.330 2.810 -4.106 0.00
H -1.076 1.795 -4.801 0.01
H 1.025 0.980 1.218 0.06
H 2.549 0.561 2.219 -0.01
H 1.178 -0.566 2.039 0.04
P -1.357 -0.932 -0.734 0.12
P 2.498 -0.362 0.026 0.22
C 0.197 -1.808 -1.201 0.00
C 1.513 -1.566 -0.921 0.11
C -2.198 -2.325 0.146 -0.04
C -2.447 -3.482 -0.607 0.04
C -3.316 -4.458 -0.118 -0.01
C -3.820 -4.351 1.182 0.01
C -3.523 -3.230 1.967 0.00
C -2.701 -2.224 1.458 0.00
C -2.942 0.279 -0.718 -0.17
C -2.676 1.658 -0.844 -0.03
C -3.612 2.624 -0.470 0.08
C -4.916 2.197 -0.259 0.00
C -5.229 0.838 -0.262 0.02
C -4.244 -0.128 -0.484 0.01
C 3.800 -1.417 0.594 0.00
C 3.486 -2.680 1.125 0.01
C 4.512 -3.412 1.712 0.00
C 5.807 -2.877 1.748 0.00
C 6.096 -1.619 1.207 0.00
C 5.075 -0.860 0.651 0.00
C 3.201 1.272 -0.527 -0.06
C 2.801 2.535 -0.034 0.03
C 3.382 3.713 -0.510 0.02
C 4.284 3.677 -1.568 0.00
C 4.560 2.455 -2.188 0.01
C 4.104 1.263 -1.622 0.00
H -0.044 -2.681 -1.826 -0.01
H 2.195 -2.347 -1.311 0.00
H -1.995 -3.593 -1.596 0.00
H -3.602 -5.294 -0.757 0.00
H -4.444 -5.145 1.586 0.00
H -3.950 -3.131 2.970 0.00
H -2.461 -1.336 2.048 0.02
H -1.765 2.160 -1.283 0.01
H -3.288 3.666 -0.403 0.00
H -5.691 2.932 -0.100 0.00
H -6.253 0.504 -0.109 0.00
H -4.492 -1.185 -0.516 0.00
H 2.474 -3.084 1.051 0.00
H 4.302 -4.398 2.126 0.00
H 6.609 -3.439 2.217 0.00
H 7.103 -1.206 1.194 0.00
H 5.256 0.135 0.245 0.00
H 2.031 2.654 0.734 -0.01
H 3.083 4.664 -0.064 0.00
H 4.735 4.601 -1.940 0.00
H 5.122 2.427 -3.123 0.00
H 4.372 0.313 -2.096 0.00
C -2.772 0.266 4.382 0.04
Si -1.039 0.394 3.618 0.04
C -0.098 1.379 4.922 0.00
C -0.368 -1.372 3.852 0.01
C -1.256 1.071 1.873 0.83
H -2.697 -0.150 5.401 0.00
H -3.451 -0.376 3.803 0.00
H -3.230 1.263 4.458 0.00
H -0.366 0.988 5.918 0.00
H 0.992 1.301 4.830 0.00
H -0.364 2.443 4.910 0.00
H -1.122 -2.133 3.618 0.00
H 0.532 -1.645 3.295 0.00
H -0.109 -1.493 4.917 0.00
H -1.126 2.177 1.798 -0.08
H -2.302 0.895 1.552 0.06
```

Properties
charge	+2
2S+1	5
orbital gap (spin up / spin down)	5.63 / 5.79	eV
expectation value of S²	6.09

=====

No. 2
Here is a molecular structure, C39H49GeN6O2S2TeW from OMol25. Energies are from ωB97M-V/def2-TZVPD.

Structure (XYZ):
```
101
Properties=species:S:1:pos:R:3:mulliken_spin:R:1
W 0.470 1.173 0.035 1.79
C -2.359 0.812 1.742 -0.03
C -1.781 1.681 2.786 0.07
C -1.085 2.673 2.184 0.00
C -1.156 2.596 0.713 -0.11
C -2.174 1.514 0.431 0.00
H -3.286 0.281 1.929 -0.01
H -1.940 1.568 3.854 -0.01
H -0.539 3.454 2.703 0.03
H -1.246 3.538 0.180 0.03
H -2.984 1.638 -0.284 0.01
N 1.023 -0.992 0.908 0.12
C 2.404 -1.398 0.681 0.02
C 2.907 -2.586 1.521 0.00
C 2.290 -2.788 2.912 0.00
C 2.875 -1.921 4.027 0.00
N 3.038 -0.515 3.692 0.00
C 2.033 0.362 3.602 0.02
N 0.786 0.066 4.011 0.00
N 2.276 1.575 3.135 0.02
C 3.221 -0.098 0.708 0.04
O 4.327 -0.037 1.276 0.01
O 2.642 0.872 0.132 -0.01
H 0.723 -1.045 1.872 0.03
H 0.384 -1.554 0.361 -0.06
H 2.448 -1.691 -0.372 0.00
H 3.995 -2.500 1.602 0.00
H 2.700 -3.493 0.951 0.00
H 2.446 -3.827 3.214 0.00
H 1.202 -2.676 2.858 0.00
H 3.876 -2.281 4.269 0.00
H 2.290 -2.011 4.946 0.00
H 3.807 -0.318 3.040 0.00
H 0.551 -0.892 4.201 0.00
H 0.029 0.669 3.681 -0.03
H 3.147 1.739 2.644 0.00
H 1.506 2.124 2.746 0.03
C -1.436 0.182 0.633 0.00
Ge -2.284 -1.396 -0.100 0.04
C -3.717 -0.937 -1.361 0.01
C -5.062 -1.044 -1.007 0.00
C -6.066 -0.614 -1.867 0.00
C -5.738 -0.060 -3.096 0.00
C -4.404 0.068 -3.457 0.00
C -3.403 -0.364 -2.596 0.00
C -3.074 -2.441 1.394 0.00
C -3.922 -3.520 1.137 0.00
C -4.355 -4.360 2.155 0.00
C -3.933 -4.146 3.460 0.00
C -3.079 -3.088 3.737 0.00
C -2.659 -2.248 2.711 0.00
C -1.155 -2.841 -0.859 0.00
C -0.964 -3.014 -2.230 0.00
C -0.188 -4.054 -2.722 0.00
C 0.424 -4.945 -1.851 0.00
C 0.237 -4.800 -0.485 0.00
C -0.555 -3.765 -0.001 0.00
H -5.337 -1.458 -0.044 0.00
H -7.105 -0.703 -1.570 0.00
H -6.519 0.282 -3.764 0.00
H -4.133 0.520 -4.403 0.00
H -2.365 -0.220 -2.879 0.01
H -4.241 -3.720 0.120 0.00
H -5.017 -5.187 1.928 0.00
H -4.266 -4.801 4.256 0.00
H -2.744 -2.914 4.753 0.00
H -2.002 -1.414 2.938 0.01
H -1.408 -2.316 -2.927 0.00
H -0.050 -4.158 -3.792 0.00
H 1.038 -5.750 -2.237 0.00
H 0.696 -5.498 0.206 0.00
H -0.712 -3.686 1.071 0.00
C 3.537 2.694 -3.741 0.00
C 2.533 1.729 -3.134 0.01
N 1.325 2.457 -2.768 0.00
C 0.262 1.754 -2.053 -0.03
S 0.325 -0.045 -2.072 0.02
N -1.024 2.239 -2.560 -0.01
C -1.194 3.694 -2.528 0.00
C -1.049 4.322 -3.908 0.00
H 4.450 2.168 -4.031 0.00
H 3.819 3.466 -3.022 0.00
H 3.119 3.185 -4.623 0.00
H 2.995 1.213 -2.281 -0.01
H 2.260 0.961 -3.860 0.00
H 1.597 3.254 -2.198 0.00
H -1.751 1.802 -2.011 -0.02
H -0.488 4.162 -1.832 0.00
H -2.195 3.911 -2.138 0.00
H -0.062 4.100 -4.310 0.00
H -1.180 5.408 -3.855 0.00
H -1.796 3.912 -4.591 0.00
Te 1.615 3.860 0.584 -0.02
C 3.601 4.027 -0.122 0.00
C 4.682 3.189 -0.084 0.01
C 5.842 3.736 -0.705 0.00
C 5.636 4.982 -1.214 0.00
S 4.026 5.494 -0.923 0.00
H 4.646 2.204 0.357 0.00
H 6.784 3.209 -0.780 0.00
H 6.337 5.611 -1.739 0.00
```

Properties
charge	-1
2S+1	3
orbital gap (spin up / spin down)	4.51 / 5.66	eV
expectation value of S²	2.02

=====

No. 3
Here is a molecular structure, C39H50AsKN7S3 from OMol25. Energies are from ωB97M-V/def2-TZVPD.

Structure (XYZ):
```
101
Properties=species:S:1:pos:R:3:mulliken_charge:R:1
K -1.456 -1.355 0.507 0.52
C -5.480 3.943 2.045 -0.52
C -4.869 3.173 3.213 -0.89
S -3.735 1.828 2.822 0.05
C -2.410 2.689 1.943 0.25
C -2.594 3.007 0.448 -0.34
S -3.385 1.672 -0.482 0.32
C -4.639 2.525 -1.452 -0.76
C -5.590 3.488 -0.736 -0.89
S -6.342 2.919 0.814 -0.08
H -4.708 4.510 1.530 0.20
H -6.195 4.665 2.446 0.45
H -5.656 2.696 3.800 0.36
H -4.368 3.890 3.870 0.35
H -1.550 2.033 2.074 -0.82
H -2.181 3.612 2.484 0.64
H -1.607 3.187 0.018 -0.23
H -3.171 3.919 0.313 0.25
H -5.202 1.702 -1.894 0.41
H -4.167 3.066 -2.276 0.31
H -6.411 3.714 -1.419 0.47
H -5.098 4.438 -0.530 0.37
N 0.987 1.453 2.483 -0.13
C 0.692 0.431 3.323 0.20
N 1.488 0.267 4.383 -0.71
C 1.173 -0.775 5.142 0.40
N 1.971 -1.037 6.213 -0.48
N 0.117 -1.575 4.967 -0.65
C -0.642 -1.275 3.922 -0.07
N -0.386 -0.320 3.030 0.31
C -1.914 -2.067 3.785 0.73
C -2.206 -3.058 4.710 -0.81
C -3.418 -3.724 4.595 -0.39
C -4.279 -3.379 3.572 -0.78
C -3.889 -2.389 2.677 -0.44
N -2.732 -1.745 2.787 0.14
H 1.917 1.821 2.609 0.39
H 0.764 1.261 1.512 -0.24
H 2.885 -0.620 6.196 0.26
H 1.877 -1.951 6.621 0.25
H -1.499 -3.283 5.494 0.48
H -3.680 -4.503 5.301 0.40
H -5.234 -3.870 3.446 0.40
H -4.516 -2.108 1.840 0.52
C 4.811 4.227 -3.832 -1.64
C 4.121 3.177 -3.003 0.67
C 2.868 3.398 -2.454 -0.80
C 2.207 2.419 -1.718 0.81
C 0.893 2.799 -1.079 -1.25
C 2.793 1.150 -1.544 -0.34
As 1.662 -0.154 -0.537 1.14
N 0.119 -0.532 -1.375 0.52
C -0.402 -0.201 -2.593 -0.44
C -1.753 -0.572 -2.842 -0.40
C -2.383 -0.282 -4.032 -0.56
C -1.726 0.403 -5.056 -0.69
C -0.408 0.771 -4.843 -0.97
C 0.246 0.476 -3.652 0.89
C 2.620 -1.894 -0.656 -0.66
C 3.057 -2.476 0.538 0.82
C 2.967 -1.806 1.893 -2.37
C 3.633 -3.750 0.523 -0.89
C 3.796 -4.461 -0.649 0.86
C 4.420 -5.830 -0.659 -1.60
C 3.362 -3.870 -1.832 -1.13
C 2.775 -2.614 -1.857 1.46
C 2.324 -2.063 -3.176 -1.33
C 4.106 0.958 -2.000 1.22
C 4.924 -0.281 -1.720 -1.80
C 4.732 1.962 -2.737 -0.86
H 4.208 5.134 -3.897 0.33
H 4.989 3.871 -4.849 0.33
H 5.780 4.496 -3.407 0.35
H 2.383 4.358 -2.601 0.27
H 0.506 3.716 -1.525 0.51
H 1.042 2.990 -0.009 0.27
H 0.129 2.029 -1.181 -0.14
H -2.300 -1.111 -2.073 0.20
H -3.413 -0.599 -4.164 0.44
H -2.226 0.627 -5.990 0.35
H 0.141 1.292 -5.622 0.41
H 1.280 0.766 -3.545 0.35
H 2.665 -0.765 1.829 0.20
H 3.935 -1.847 2.398 0.52
H 2.245 -2.325 2.531 0.44
H 3.964 -4.185 1.462 0.29
H 4.687 -6.149 0.348 0.35
H 5.325 -5.845 -1.270 0.33
H 3.734 -6.570 -1.076 0.34
H 3.477 -4.409 -2.768 0.37
H 2.658 -2.702 -3.994 0.46
H 2.711 -1.056 -3.345 0.15
H 1.239 -1.989 -3.211 0.18
H 4.651 -0.758 -0.783 0.20
H 5.980 -0.010 -1.670 0.58
H 4.809 -1.034 -2.504 0.27
H 5.739 1.782 -3.105 0.43
C -3.482 -3.262 -0.661 -1.24
H -4.052 -3.946 -0.015 0.20
H -3.054 -3.827 -1.498 0.17
H -4.171 -2.499 -1.058 0.21
```

Properties
charge	-1
orbital gap	4.27	eV

=====

Table of DFT total energy (eV), in record order: -70233.165, -141579.360, -161356.222